Record 1
The following is a quantum chemistry calculation of a 2-piece molecular cluster, C25H35O4Si2 overall, from the OMol25 dataset.

Each line ends with the natural charge from an NBO analysis.
CARTESIAN COORDINATES (ANGSTROEM)
C (-2.4503, -1.9315, 1.6043)  -1.152
Si (-3.6360, -0.6250, 2.1978)  1.895
C (-5.3747, -1.2613, 2.3652)  -1.145
C (-3.0894, 0.2223, 3.7576)  -1.151
O (-3.7540, 0.4699, 0.8831)  -0.848
C (-2.7911, 1.1826, 0.2908)  0.668
C (-1.7908, 1.8766, 0.8973)  -0.454
C (-1.0846, 2.8899, 0.1177)  -0.628
O (-2.8263, 1.2416, -1.0283)  -0.842
Si (-3.6951, 0.4374, -2.2598)  1.885
C (-2.3038, -0.1846, -3.3255)  -1.141
C (-4.7635, -0.9451, -1.6394)  -1.150
C (-4.7386, 1.7773, -3.0131)  -1.145
H (-2.1898, -2.5728, 2.4609)  0.245
H (-2.9237, -2.5594, 0.8350)  0.251
H (-1.5175, -1.5259, 1.1874)  0.225
H (-5.4151, -2.0083, 3.1717)  0.246
H (-6.0748, -0.4555, 2.6231)  0.255
H (-5.7333, -1.7388, 1.4447)  0.251
H (-3.0390, -0.5337, 4.5577)  0.248
H (-2.0979, 0.6852, 3.6721)  0.223
H (-3.8129, 0.9925, 4.0640)  0.260
H (-1.6730, 1.8034, 1.9684)  0.190
H (-0.7761, 3.7036, 0.7825)  0.212
H (-0.1781, 2.5053, -0.3657)  0.185
H (-1.7214, 3.3162, -0.6687)  0.231
H (-2.7199, -0.5779, -4.2646)  0.244
H (-1.5853, 0.6119, -3.5671)  0.249
H (-1.7554, -0.9953, -2.8234)  0.233
H (-5.2741, -1.3491, -2.5302)  0.245
H (-4.1916, -1.7629, -1.1829)  0.236
H (-5.5352, -0.6087, -0.9347)  0.256
H (-5.3336, 1.3389, -3.8283)  0.242
H (-5.4305, 2.2119, -2.2770)  0.253
H (-4.1249, 2.5906, -3.4243)  0.249
C (6.8539, -2.0090, -4.6236)  -0.264
O (5.4792, -2.3845, -4.3453)  -0.464
C (4.9197, -1.9154, -3.1980)  0.393
C (3.5658, -2.2505, -2.9432)  -0.266
C (2.9296, -1.7276, -1.8389)  -0.126
C (3.5976, -0.8557, -0.9391)  -0.137
C (2.9021, -0.2409, 0.1587)  0.473
O (3.7191, 0.4575, 0.9921)  -0.393
C (3.2040, 1.0295, 2.1415)  0.322
C (1.8337, 0.9163, 2.4645)  -0.098
C (1.4421, 1.3510, 3.7617)  -0.146
C (2.3776, 1.8878, 4.6347)  -0.211
C (3.7185, 2.0408, 4.2420)  -0.132
C (4.1372, 1.6174, 2.9849)  -0.238
C (0.9883, 0.3160, 1.5074)  -0.011
C (1.5312, -0.2902, 0.3822)  -0.322
C (4.9711, -0.6040, -1.1584)  -0.115
C (5.6248, -1.1074, -2.2680)  -0.313
H (7.0732, -2.4824, -5.5814)  0.222
H (6.9567, -0.9152, -4.7034)  0.192
H (7.5305, -2.3902, -3.8428)  0.191
H (3.0468, -2.9039, -3.6419)  0.249
H (1.8915, -1.9814, -1.6365)  0.218
H (0.3938, 1.2331, 4.0443)  0.232
H (2.0670, 2.2027, 5.6310)  0.242
H (4.4439, 2.4771, 4.9262)  0.241
H (5.1702, 1.7018, 2.6518)  0.246
H (-0.0859, 0.2764, 1.6800)  0.267
H (0.9005, -0.8114, -0.3328)  0.252
H (5.5385, 0.0108, -0.4625)  0.234
H (6.6791, -0.8700, -2.4352)  0.241

Calculated values
Total charge: +1
HOMO energy, hartree: -0.363

***

Record 2
The following is a quantum chemistry calculation of a 9-piece molecular cluster, C36H51F3O6 overall, from the OMol25 dataset.

Each line ends with the Mulliken charge.
CARTESIAN COORDINATES (ANGSTROEM)
F (-3.3382, 3.0920, 5.1038)  -0.323
C (-3.9909, 2.3693, 4.1696)  0.259
C (-3.2956, 1.9608, 3.0464)  -0.325
C (-3.9503, 1.2239, 2.0742)  -0.031
C (-5.2914, 0.8843, 2.2291)  -0.879
C (-5.9641, 1.2950, 3.3645)  -0.259
C (-5.3201, 2.0585, 4.3403)  -0.572
H (-2.2466, 2.1972, 2.9209)  0.474
H (-3.3709, 0.8281, 1.2489)  0.460
H (-5.7914, 0.2832, 1.4811)  0.406
H (-7.0001, 1.0402, 3.5427)  0.369
H (-5.8933, 2.3889, 5.1961)  0.433
F (-2.8425, -1.3898, -5.2827)  -0.364
C (-2.0989, -0.3121, -4.9540)  0.223
C (-2.0234, 0.7420, -5.8339)  -0.571
C (-1.2469, 1.8474, -5.4875)  -0.598
C (-0.5864, 1.8804, -4.2708)  -0.118
C (-0.6607, 0.7932, -3.4095)  -0.137
C (-1.4314, -0.3122, -3.7501)  -0.516
H (-2.5679, 0.7160, -6.7684)  0.443
H (-1.2079, 2.6870, -6.1699)  0.461
H (0.0234, 2.7256, -3.9733)  0.033
H (-0.1674, 0.8402, -2.4458)  0.682
H (-1.5342, -1.1431, -3.0632)  0.541
F (1.7864, 5.6364, -4.9469)  -0.374
C (1.8450, 4.8720, -3.8390)  0.467
C (1.0710, 5.2065, -2.7490)  -0.504
C (1.1430, 4.4120, -1.6159)  -0.202
C (1.9934, 3.3113, -1.5934)  -0.418
C (2.8118, 3.0290, -2.6788)  -0.410
C (2.7093, 3.7938, -3.8361)  -0.551
H (0.4281, 6.0747, -2.8191)  0.395
H (0.5323, 4.6236, -0.7489)  0.397
H (2.0288, 2.6436, -0.7412)  0.308
H (3.4476, 2.1529, -2.6701)  0.409
H (3.3506, 3.6298, -4.6928)  0.457
C (-0.1610, 0.9141, 1.3266)  0.456
C (0.8065, -0.0270, 0.6580)  -0.036
C (1.4101, -1.1042, 1.5137)  -0.195
O (1.0776, 0.1253, -0.5074)  -0.383
H (0.4407, 1.6113, 1.9189)  0.424
H (-0.8815, 0.3864, 1.9517)  -0.014
H (-0.6851, 1.4833, 0.5610)  -0.490
H (1.8872, -1.8747, 0.9099)  0.131
H (0.6476, -1.5536, 2.1472)  -0.362
H (2.1973, -0.6589, 2.1243)  0.279
C (-1.1231, -3.6224, 4.8555)  -1.016
C (-1.2215, -2.2234, 4.2881)  1.047
C (-0.7409, -1.1039, 5.1712)  -1.124
O (-1.6748, -2.0141, 3.1916)  -0.535
H (-0.0532, -3.8544, 4.9149)  0.109
H (-1.5481, -4.3030, 4.1185)  0.279
H (-1.5974, -3.7434, 5.8243)  0.443
H (0.2875, -1.2709, 5.4876)  0.218
H (-1.3700, -1.1046, 6.0669)  0.478
H (-0.8799, -0.1458, 4.6747)  0.190
C (2.1971, -1.2931, -3.0606)  0.287
C (2.7578, -1.7669, -4.3782)  0.365
C (2.9763, -0.7008, -5.4366)  -0.948
O (2.9718, -2.9318, -4.6052)  -0.599
H (2.4450, -0.2489, -2.8925)  -0.087
H (2.5443, -1.9090, -2.2339)  0.291
H (1.1169, -1.4251, -3.1414)  -0.099
H (2.8235, -1.1469, -6.4174)  0.351
H (4.0013, -0.3379, -5.3525)  0.279
H (2.2659, 0.1185, -5.3154)  0.169
C (-3.6043, 3.6812, -3.2724)  -1.048
C (-2.4989, 3.8851, -2.2604)  0.685
C (-2.3850, 2.8769, -1.1426)  -0.489
O (-1.7250, 4.8063, -2.3585)  -0.535
H (-4.2791, 2.8795, -2.9657)  0.281
H (-3.1849, 3.4113, -4.2407)  0.133
H (-4.1740, 4.6048, -3.3581)  0.423
H (-2.2101, 1.9071, -1.6298)  0.152
H (-3.2989, 2.8042, -0.5561)  0.448
H (-1.5015, 3.1003, -0.5507)  -0.114
C (1.6811, -4.8594, -0.3957)  -0.935
C (2.0062, -4.7562, 1.0671)  0.666
C (0.8553, -4.6060, 2.0233)  -0.641
O (3.1441, -4.7972, 1.4705)  -0.557
H (0.8048, -5.4889, -0.5523)  0.356
H (2.5122, -5.2980, -0.9437)  0.357
H (1.4991, -3.8579, -0.7930)  0.037
H (0.0566, -5.3366, 1.8817)  0.503
H (0.3892, -3.6243, 1.9185)  0.100
H (1.2221, -4.7119, 3.0434)  0.144
C (4.9393, -3.8428, 4.4190)  -1.303
C (3.5945, -3.2525, 4.7065)  0.902
C (3.3881, -1.7791, 4.4284)  -0.582
O (2.6862, -3.8994, 5.1884)  -0.560
H (4.9783, -4.9037, 4.6442)  0.328
H (5.7119, -3.3142, 4.9828)  0.391
H (5.1690, -3.7117, 3.3566)  0.298
H (3.8790, -1.1525, 5.1761)  0.475
H (2.3129, -1.6389, 4.5208)  -0.173
H (3.7634, -1.4813, 3.4514)  0.283

Calculated values
SMILES: Fc1ccccc1.Fc1ccccc1.Fc1ccccc1.CC(C)=O.CC(C)=O.CC(C)=O.CC(C)=O.CC(C)=O.CC(C)=O
Relative energy (zero: lowest compared OMol25 entry of this formula, charge and spin), kcal/mol: 0.0
HOMO energy, hartree: -0.337

***

Record 3
The following is a quantum chemistry calculation of C15H19MgN7S2Se as an isolated structure, from the OMol25 dataset.

Each line ends with the natural charge from an NBO analysis.
CARTESIAN COORDINATES (ANGSTROEM)
Mg (0.0356, 0.3497, 0.1306)  1.698
C (2.8792, -1.2858, 2.9007)  -0.662
C (1.9192, -0.4129, 2.1255)  0.146
N (1.0003, -0.9485, 1.3258)  -0.485
N (0.8830, -2.2889, 1.2439)  -0.406
C (0.8074, -2.8740, 0.1161)  0.241
N (0.5512, -4.2587, 0.1174)  -0.841
S (1.0818, -2.2790, -1.5357)  0.114
C (2.0171, 0.9809, 2.1251)  0.083
C (2.9418, 1.7270, 2.9205)  -0.258
C (2.9892, 3.0862, 2.8386)  -0.210
C (2.0995, 3.7526, 1.9626)  -0.390
C (1.2281, 2.9754, 1.2221)  0.100
N (1.1730, 1.6598, 1.2617)  -0.632
H (2.9173, -2.2709, 2.4340)  0.231
H (2.5342, -1.4146, 3.9296)  0.205
H (3.8828, -0.8572, 2.9163)  0.198
H (-0.0298, -4.5242, 0.9020)  0.374
H (0.1625, -4.5643, -0.7643)  0.368
H (3.6112, 1.2126, 3.6004)  0.191
H (3.6975, 3.6596, 3.4341)  0.184
H (2.1003, 4.8328, 1.8907)  0.193
H (0.5275, 3.4449, 0.5402)  0.203
N (-1.6696, -1.0912, -0.5541)  -1.130
H (-1.6287, -1.7800, 0.1849)  0.373
H (-1.6944, -1.5706, -1.4468)  0.382
H (-2.5238, -0.5569, -0.4454)  0.401
C (1.3227, -0.4782, -1.4548)  -1.133
H (1.1696, -0.2072, -2.5093)  0.171
H (2.4027, -0.3473, -1.2725)  0.179
S (-1.1608, 2.4245, -1.4832)  -0.489
C (-2.0236, 1.3213, -2.4320)  0.044
N (-1.3381, 0.7542, -3.5114)  -0.605
C (-1.8386, -0.3737, -4.1530)  -0.088
C (-3.1174, -0.7796, -3.9245)  -0.288
C (-3.9200, -0.0789, -3.0083)  -0.338
C (-3.3421, 0.9571, -2.2504)  -0.357
H (-0.3366, 0.8923, -3.4788)  0.409
H (-1.1585, -0.8751, -4.8246)  0.184
H (-3.5057, -1.6406, -4.4544)  0.192
H (-4.9429, -0.3783, -2.8340)  0.185
H (-3.9001, 1.4413, -1.4628)  0.221
Se (-3.6055, 1.1545, 3.7141)  -0.422
C (-2.4628, 0.8705, 2.4153)  0.103
N (-1.7353, 0.6395, 1.5481)  -0.636

Calculated values
Total charge: -2
HOMO energy (alpha / beta), hartree: 0.009 / 0.019

***

Record 4
The following is a quantum chemistry calculation of one molecule with the formula C7H14N2O3, from the OMol25 dataset.

Each line ends with the natural charge from an NBO analysis.
CARTESIAN COORDINATES (ANGSTROEM)
C (0.6952, -1.3361, -2.5423)  -0.736
C (-0.2777, -0.4111, -1.8908)  0.612
O (-1.1329, 0.2743, -2.4915)  -0.564
C (-0.3068, -0.4580, -0.3468)  -0.464
C (-1.6437, -1.0817, 0.2313)  0.611
C (-1.5087, -2.1920, 1.1706)  -0.723
O (-2.6566, -0.5593, -0.0386)  -0.510
C (-0.1980, 1.1377, 0.1081)  0.433
C (-0.1501, 1.2043, 1.6548)  -0.671
O (-1.2195, 1.9612, -0.2958)  -0.755
N (1.0298, 1.5556, -0.5472)  -0.517
N (1.5729, 2.7783, -0.0102)  -0.641
H (0.3311, -2.4051, -2.6010)  0.254
H (0.8072, -1.0021, -3.6230)  0.243
H (1.6498, -1.1918, -2.0195)  0.243
H (0.6106, -0.9018, 0.0019)  0.231
H (-0.8874, -3.0607, 0.7772)  0.234
H (-1.1538, -1.9284, 2.0938)  0.241
H (-2.5629, -2.6312, 1.3154)  0.240
H (-0.1891, 2.2999, 1.8889)  0.230
H (0.8436, 0.9099, 2.1637)  0.214
H (-0.9630, 0.6253, 2.2218)  0.232
H (-1.8097, 1.4618, -0.9403)  0.524
H (0.8535, 1.7271, -1.4921)  0.359
H (0.8957, 3.4261, -0.1868)  0.334
H (1.6707, 2.5950, 1.0342)  0.346

Calculated values
SMILES: CC(=O)C(C(C)=O)[C@](C)(O)NN
Relative energy (zero: lowest compared OMol25 entry of this formula, charge and spin), kcal/mol: 80.8
HOMO energy, hartree: -0.325

***

Record 5
The following is a quantum chemistry calculation of C5H8O as an isolated structure, from the OMol25 dataset.

Each line ends with the natural charge from an NBO analysis.
CARTESIAN COORDINATES (ANGSTROEM)
C (1.6608, 0.4883, -1.3849)  -0.680
C (0.5067, 0.0927, -0.4490)  0.329
C (0.3261, -1.1412, -0.0010)  -0.388
C (-1.1393, -1.0276, 0.5987)  -0.456
C (-0.9648, 0.4327, 1.2630)  -0.114
H (1.6707, -0.3390, -2.2291)  0.243
H (2.5819, 0.4046, -0.4855)  0.242
H (1.5175, 1.6086, -1.7265)  0.247
H (0.9536, -1.9472, -0.3299)  0.232
H (-1.7125, -1.8619, 1.5518)  0.212
H (-2.0116, -1.1536, -0.3441)  0.230
H (-0.0409, 0.4563, 2.2811)  0.213
H (-2.0324, 1.0588, 1.7870)  0.229
O (-0.4079, 1.0880, -0.0832)  -0.540

Calculated values
Relative energy (zero: lowest compared OMol25 entry of this formula, charge and spin), kcal/mol: 139.2
HOMO energy, hartree: -0.314